111
Properties=species:S:1:pos:R:3:lowdin_charge:R:1 method="wB97M-V/def2-TZVPD" total_charge=-1 homo_energy_ev=-3.923 gap_ev=6.03 lumo_ev=2.11
Y -2.5394 -0.6047 0.0223 1.148
C 6.9609 0.9765 0.4562 -0.040
C 5.7979 -0.0212 0.3858 -0.429
C 6.3618 -1.4518 0.3183 -0.010
C 4.9177 0.1120 1.6196 -0.097
C 5.4609 0.3304 2.8798 -0.030
C 4.6580 0.4411 4.0038 -0.068
C 3.2849 0.3386 3.8711 -0.080
C 2.6946 0.0998 2.6350 -0.272
P 0.8503 -0.0241 2.4735 1.120
C 0.5735 -1.3580 3.6973 -0.373
C 1.5102 -2.3813 3.8411 -0.096
C 1.2633 -3.4532 4.6840 -0.091
C 0.0748 -3.5185 5.3971 -0.096
C -0.8728 -2.5180 5.2424 -0.075
C -0.6325 -1.4508 4.3895 -0.101
C 0.4309 1.5134 3.3891 -0.428
C 0.2565 2.6399 2.5876 -0.175
C -0.0447 3.8720 3.1435 -0.092
C -0.1963 3.9921 4.5172 -0.099
C -0.0310 2.8767 5.3255 -0.090
C 0.2862 1.6473 4.7657 -0.106
C 3.5337 -0.0274 1.5294 -0.190
O 2.9323 -0.3063 0.3263 -0.005
C 3.5763 0.0714 -0.8233 -0.191
C 2.7704 0.2651 -1.9473 -0.249
C 3.3862 0.6675 -3.1244 -0.087
C 4.7614 0.8225 -3.1950 -0.073
C 5.5335 0.5982 -2.0687 -0.029
C 4.9565 0.2381 -0.8544 -0.096
P 0.9472 -0.0454 -1.8325 1.150
C 0.8903 -1.6988 -2.6426 -0.351
C 1.4308 -2.0244 -3.8896 -0.108
C 1.2976 -3.3020 -4.4069 -0.091
C 0.6413 -4.2870 -3.6755 -0.091
C 0.1489 -3.9938 -2.4164 -0.065
C 0.2784 -2.7083 -1.9065 -0.110
C 0.4302 1.1614 -3.1180 -0.392
C 0.1012 0.8897 -4.4412 -0.125
C -0.2315 1.9163 -5.3174 -0.103
C -0.2508 3.2290 -4.8792 -0.093
C 0.0517 3.5098 -3.5546 -0.073
C 0.3833 2.4864 -2.6848 -0.101
H 7.5840 0.7894 1.3292 0.071
H 6.5909 2.0009 0.5076 0.104
H 7.6084 0.8852 -0.4148 0.071
H 6.9612 -1.6653 1.2054 0.086
H 6.9885 -1.5717 -0.5678 0.086
H 5.5531 -2.1820 0.2671 0.097
H 6.5336 0.4159 2.9927 0.103
H 5.1021 0.6116 4.9757 0.101
H 2.6528 0.4419 4.7435 0.103
H 2.4450 -2.3393 3.2939 0.101
H 1.9993 -4.2419 4.7792 0.096
H -0.1233 -4.3590 6.0499 0.095
H -1.8185 -2.5789 5.7644 0.105
H -1.4030 -0.7048 4.2328 0.093
H 0.3274 2.5401 1.5102 0.088
H -0.1902 4.7312 2.5013 0.101
H -0.4558 4.9478 4.9553 0.095
H -0.1572 2.9598 6.3980 0.097
H 0.4121 0.7879 5.4117 0.097
H 2.7804 0.8754 -3.9984 0.098
H 5.2282 1.1184 -4.1254 0.100
H 6.6066 0.7151 -2.1385 0.103
H 1.9900 -1.2867 -4.4507 0.091
H 1.7130 -3.5340 -5.3801 0.097
H 0.5255 -5.2814 -4.0884 0.098
H -0.3557 -4.7489 -1.8282 0.112
H -0.1097 -2.4990 -0.9190 0.070
H 0.1134 -0.1301 -4.8029 0.085
H -0.4831 1.6853 -6.3466 0.100
H -0.5229 4.0266 -5.5574 0.101
H 0.0058 4.5287 -3.1923 0.106
H 0.5909 2.7128 -1.6446 0.106
N -3.2013 0.0779 -4.5596 0.139
C -4.1412 -0.0215 -3.3677 -0.476
C -5.5676 0.1520 -3.8576 -0.084
P -3.5589 1.5188 -2.4170 0.330
O -4.8094 2.1139 -1.6729 -0.167
O -3.1955 2.4030 -3.5756 -0.304
O -2.4440 1.1040 -1.4808 -0.432
P -3.8809 -1.7203 -2.6821 0.309
O -3.5783 -2.4658 -4.1191 -0.164
O -5.0855 -2.3075 -2.0843 -0.295
O -2.5503 -1.6375 -1.9542 -0.410
H -3.0467 1.1321 -4.6372 0.103
H -3.5964 -0.3845 -5.3739 0.144
H -2.3074 -0.3640 -4.3392 0.120
H -5.7143 1.1375 -4.3035 0.086
H -6.2342 0.0481 -3.0035 0.085
H -5.8282 -0.6273 -4.5792 0.083
H -5.0809 1.4752 -0.9513 -0.034
H -3.9567 -3.3518 -4.0662 0.076
C -4.3627 2.3126 3.5383 -0.147
C -4.1476 1.4081 2.3369 -0.736
S -2.4368 1.1630 1.9526 0.576
C -5.1877 0.8747 1.6774 -0.724
C -6.6190 1.1277 2.0777 -0.148
S -5.1002 -0.2334 0.2726 0.632
H -3.4021 2.6563 3.9174 0.038
H -4.8764 1.7892 4.3489 0.074
H -4.9562 3.1928 3.2791 0.071
H -6.7031 1.8225 2.9109 0.053
H -7.1051 0.1901 2.3601 0.069
H -7.1869 1.5323 1.2353 0.065
F -2.5730 -4.2822 2.1186 0.183
B -2.7308 -3.1207 1.4267 -1.288
F -1.4420 -2.6463 0.8758 -0.019
F -3.5619 -3.2138 0.3153 0.113
F -3.1583 -2.0263 2.1955 0.073

---

8
Properties=species:S:1:pos:R:3:lowdin_charge:R:1 method="wB97M-V/def2-TZVPD" total_charge=-1 homo_energy_ev="-2.768 / -2.852" gap_ev="6.65 / 6.73" lumo_ev="3.89 / 3.88"
C 0.6173 -0.8015 0.2647 -0.274
N 0.1828 0.0739 -0.8309 -0.659
O -0.7954 1.4964 0.6489 -0.449
S -0.8750 -0.3818 -1.9276 0.384
H -0.1643 -1.6371 0.3613 0.055
H 1.5502 -1.1256 -0.0511 0.018
H 0.5537 0.0260 1.1205 0.088
H -1.0693 2.3497 0.4144 -0.163

---

31
Properties=species:S:1:pos:R:3:lowdin_charge:R:1 method="wB97M-V/def2-TZVPD" total_charge=0 smiles=CCP(c1ccccn1)C(C)(C)C homo_energy_ev=-8.831 gap_ev=9.74 lumo_ev=0.91
C -1.1947 -1.4995 -2.6970 -0.149
C -0.3504 -0.4704 -1.9165 -0.418
P 0.6810 -0.9560 -0.4309 1.099
C 1.5668 0.7966 -0.4527 -0.410
C 2.9540 0.9312 -0.3165 -0.100
C 3.5463 2.1740 -0.3644 -0.094
C 2.7289 3.3045 -0.5203 -0.062
C 1.3418 3.0840 -0.7674 -0.127
N 0.8150 1.8556 -0.7633 0.034
C -0.6279 -0.5114 1.0061 -0.746
C -1.6976 0.5267 0.7681 -0.113
C -1.2071 -1.9591 1.1496 -0.139
C 0.2325 -0.1713 2.1456 -0.165
H -0.7466 -2.4508 -2.8920 0.047
H -2.0176 -1.8834 -2.0744 0.055
H -1.6803 -1.1064 -3.5822 0.065
H -1.1010 0.0906 -1.4010 0.022
H 0.1988 0.1149 -2.6071 0.055
H 3.5708 0.1019 0.0032 0.095
H 4.6328 2.2803 -0.2429 0.109
H 3.2149 4.3160 -0.4853 0.111
H 0.6363 3.9018 -0.6378 0.102
H -2.5484 -0.0021 0.2747 0.081
H -2.3029 0.7404 1.6978 0.099
H -1.2982 1.4777 0.3984 0.068
H -0.4242 -2.7023 0.9167 0.043
H -2.0820 -2.0561 0.4553 0.070
H -1.7484 -2.0299 2.1399 0.094
H 1.0412 -0.9434 2.2062 0.083
H 0.4398 0.9698 2.0956 0.118
H -0.2139 -0.3591 3.1189 0.070

---

61
Properties=species:S:1:pos:R:3:lowdin_charge:R:1 method="wB97M-V/def2-TZVPD" total_charge=0 homo_energy_ev=-9.108 gap_ev=9.15 lumo_ev=0.05
C 2.5561 0.4507 -0.6931 -0.274
C 2.3574 1.5937 -1.5813 -0.263
C 3.6374 2.2990 -2.0644 -0.102
C 2.4177 0.8845 0.7421 -0.238
N 2.2283 -0.3251 1.6072 -0.076
C 2.6942 -0.3269 3.0445 -0.233
C 1.5668 -0.8556 3.9649 -0.289
C 0.9708 -2.0949 3.4035 -0.161
H 1.7505 -0.2174 -0.7266 0.055
H 3.4686 -0.0785 -0.8452 0.120
H 1.9160 2.3806 -0.7819 0.105
H 1.6533 1.3747 -2.5198 0.138
H 4.5441 1.8237 -2.0786 0.024
H 3.3987 2.4454 -3.1706 0.092
H 3.7596 3.1969 -1.3691 0.097
H 3.3674 1.5715 0.7189 0.157
H 1.6615 1.6952 0.9939 0.086
H 1.1276 -0.4806 1.6663 0.134
H 3.4669 -1.0697 3.0355 0.084
H 3.1987 0.5864 3.4254 0.118
H 1.9517 -0.8679 5.0279 0.124
H 0.7687 -0.0188 3.8066 0.127
H 1.5712 -3.0617 3.7777 0.118
H -0.1251 -2.0810 3.7558 0.092
H 1.0203 -2.1540 2.2387 0.061
H -0.3060 -0.9816 -4.2828 0.076
H 0.4631 0.0232 -5.2725 0.041
O 0.0240 -0.0465 -4.4273 -0.076
H 2.3354 -2.4897 0.5855 -0.030
H 3.1396 -3.5031 1.2258 0.040
O 2.5939 -3.3896 0.4310 -0.063
H 0.8925 -1.1393 -2.2453 0.008
H -0.3136 -0.5379 -1.7529 -0.006
O 0.0057 -1.4543 -2.0483 -0.108
H -3.6668 1.6835 -1.2193 -0.021
H -3.8541 2.4374 -2.3971 -0.044
O -4.2225 2.4197 -1.5525 -0.060
H -1.8502 1.1262 -1.5661 0.107
H -0.7845 0.7578 -0.4343 0.072
O -0.7942 1.0178 -1.4083 -0.117
H -3.3549 0.9506 -4.3282 0.006
H -1.8086 0.9769 -3.9551 0.060
O -2.7321 1.3717 -3.8095 -0.038
H -0.5663 -4.5414 -0.3357 0.109
H -0.9320 -3.5790 0.8060 0.047
O -1.4150 -4.1242 0.1144 -0.131
H -2.7312 -0.4321 -0.6012 0.115
H -3.5961 0.2974 0.3105 -0.130
O -3.0155 0.4464 -0.2287 0.017
H -3.3799 -2.8773 -0.1274 0.023
H -3.8235 -3.5517 -1.6134 0.068
O -3.8142 -2.7689 -0.9999 -0.099
H 0.8283 2.7882 0.3273 0.033
H -0.5884 2.5386 0.6586 -0.011
O 0.1093 3.0787 1.0067 -0.087
H -4.9833 1.3524 1.8271 0.088
H -4.4496 -0.0137 2.4776 0.069
O -4.2776 0.7371 1.9514 0.014
H -2.7752 1.2996 2.4728 -0.050
H -1.4377 2.1410 2.6435 0.030
O -1.8476 1.3157 2.3896 -0.047